ORCA calculation (ωB97M-V/def2-TZVPD) on one molecule with the formula C2HClO2S at a distorted geometry.

CARTESIAN COORDINATES (ANGSTROEM)
O1 1.2276 1.9196 -0.4074
C1 1.0744 0.8713 0.0642
O2 1.2359 0.0267 1.0501
C2 0.2521 -0.4312 0.0193
S1 -1.6190 -1.2848 0.3278
Cl1 -2.6929 0.1371 -0.4795
H1 0.5218 -1.2387 -0.5745

HOMO-LUMO gap = 9.28 eV
SMILES = O=C1O[C@H]1SCl
highest occupied orbital energy = -9.5 eV
energy above the lowest of the compared OMol25 structures with the same formula, charge and spin = 50.34 kcal/mol



ORCA calculation (ωB97M-V/def2-TZVPD) on a 2-piece molecular cluster, C2HClO3 overall at a distorted geometry.

CARTESIAN COORDINATES (ANGSTROEM)
C1 1.9539 -0.7649 -0.0792
C2 -1.4258 0.4303 0.1069
O1 2.2097 0.3098 0.2219
O2 1.8228 -1.8582 -0.4585
O3 -1.2672 0.0310 1.2090
Cl1 -2.1087 1.9882 -0.2074
H1 -1.1847 -0.1362 -0.7927

HOMO-LUMO gap (spin up / spin down) = 7.32 / 8.23 eV
spin multiplicity = 3
highest occupied orbital energy (spin up / spin down) = -6.8 / -12.0 eV
energy above the lowest of the compared OMol25 structures with the same formula, charge and spin = 0.00 kcal/mol



ORCA calculation (ωB97M-V/def2-TZVPD) on a 2-piece molecular cluster, C2HClO3S overall at a distorted geometry.

CARTESIAN COORDINATES (ANGSTROEM)
C1 -0.0554 -0.8513 -0.7458
C2 0.7447 1.3986 -0.6592
O1 1.7906 1.7613 -1.1211
O2 -0.7649 -2.2561 1.3069
O3 -1.1526 0.1844 1.5701
S1 -0.5479 -0.9282 0.8534
Cl1 -0.6431 2.1973 -0.2388
H1 0.6287 -1.5061 -0.9654

HOMO-LUMO gap (spin up / spin down) = 8.36 / 8.35 eV
highest occupied orbital energy (spin up / spin down) = -9.9 / -9.9 eV
energy above the lowest of the compared OMol25 structures with the same formula, charge and spin = 108.20 kcal/mol



ORCA calculation (ωB97M-V/def2-TZVPD) on one molecule with the formula C2HClO4 at a distorted geometry.

CARTESIAN COORDINATES (ANGSTROEM)
O1 -1.3231 0.9422 -2.9395
C1 -0.7298 0.0754 -2.3931
O2 -0.5551 -1.2565 -2.6416
O3 0.1517 -1.4703 -1.4058
C2 0.1103 -0.0523 -1.1590
O4 -0.3768 0.3659 0.0092
Cl1 1.6131 0.8168 -1.4367
H1 0.1431 0.1881 0.8156

HOMO-LUMO gap = 11.70 eV
SMILES = O=C1OO[C@@]1(O)Cl
highest occupied orbital energy = -11.4 eV
energy above the lowest of the compared OMol25 structures with the same formula, charge and spin = 105.47 kcal/mol



ORCA calculation (ωB97M-V/def2-TZVPD) on C2HCuFO2 as an isolated structure at a distorted geometry.

CARTESIAN COORDINATES (ANGSTROEM)
H1 1.4396 1.3944 -0.2156
Cu1 -2.9524 -0.4651 -0.8107
C1 1.0621 -0.2867 -0.4267
C2 -0.0658 -0.3672 0.5196
O1 -1.2291 -0.2279 0.2638
O2 1.4229 0.7487 -1.0419
F1 0.3227 -0.7962 1.7115

total charge = +1
HOMO-LUMO gap = 7.48 eV
highest occupied orbital energy = -13.6 eV
energy above the lowest of the compared OMol25 structures with the same formula, charge and spin = 43.38 kcal/mol



ORCA calculation (ωB97M-V/def2-TZVPD) on C2HCuFO2 as an isolated structure at a distorted geometry.

CARTESIAN COORDINATES (ANGSTROEM)
O1 -0.8677 -0.9743 0.0996
C1 -1.1526 0.4779 0.5181
C2 0.1078 -0.2085 0.4028
O2 1.2656 -0.0322 0.0786
Cu1 2.7130 -0.8055 -0.5065
F1 -1.6360 1.1943 -0.4663
H1 -1.6834 0.5953 1.4652

total charge = +2
HOMO-LUMO gap (spin up / spin down) = 10.62 / 6.43 eV
spin multiplicity = 2
highest occupied orbital energy (spin up / spin down) = -22.8 / -22.5 eV



ORCA calculation (ωB97M-V/def2-TZVPD) on C2HCuLiO3 as an isolated structure at a distorted geometry.

CARTESIAN COORDINATES (ANGSTROEM)
H1 -1.3777 -0.8446 2.6460
C1 -1.9287 -0.3788 1.7711
O1 -1.1519 0.7453 1.4041
C2 -1.4005 1.8994 -0.1061
O2 -0.3310 2.4242 -0.3278
O3 -2.5062 1.8143 -0.5541
Cu1 -3.1658 -0.4301 -0.5004
Li1 0.5172 2.1575 1.5428

HOMO-LUMO gap (spin up / spin down) = 3.59 / 6.61 eV
spin multiplicity = 2
highest occupied orbital energy (spin up / spin down) = -4.8 / -7.9 eV
energy above the lowest of the compared OMol25 structures with the same formula, charge and spin = 75.20 kcal/mol



ORCA calculation (ωB97M-V/def2-TZVPD) on C2HErFO2 as an isolated structure at a distorted geometry.

CARTESIAN COORDINATES (ANGSTROEM)
C1 0.8351 0.5120 -0.0237
C2 0.6385 -0.8497 0.0659
O1 0.7746 -1.9990 0.1034
O2 -0.0924 1.3864 -0.1137
Er1 3.1543 1.4075 -0.0826
H1 -2.5754 0.2629 0.0190
F1 -2.7348 -0.7202 0.0316

total charge = +2
HOMO-LUMO gap (spin up / spin down) = 7.76 / 6.37 eV
spin multiplicity = 5
highest occupied orbital energy (spin up / spin down) = -18.7 / -18.4 eV
energy above the lowest of the compared OMol25 structures with the same formula, charge and spin = 21.53 kcal/mol